1.
The following is a quantum chemistry calculation of one molecule with the formula C4H3N3 in a non-equilibrium geometry, from the OMol25 dataset.

## Properties
Structure (SMILES)   N#CC1=NCC=N1
Energy   -318.427924 hartree
Net charge   0
HOMO-LUMO gap   10.59 eV
Lowest unoccupied orbital energy   -0.3 eV
Relative energy (zero: lowest compared OMol25 entry of this formula, charge and spin)   35.6 kcal/mol

Cartesian coordinates (Å):
N: -2.7401 -2.0646 0.4326
C: -1.7937 -1.4037 0.3742
C: -0.6097 -0.5948 0.2552
N: -0.3814 0.4924 1.1083
C: 0.6605 1.0660 0.5987
C: 1.0623 0.3823 -0.6461
N: 0.2490 -0.8186 -0.6813
H: 1.1234 1.9315 1.0686
H: 2.0836 0.3882 -1.0295
H: 0.3724 0.6443 -1.4825

Formally, the Löwdin partial charges of the atoms, in units of the elementary charge, are as follows:
1. N 0.163
2. C -0.133
3. C -0.401
4. N 0.127
5. C -0.098
6. C -0.172
7. N 0.113
8. H 0.117
9. H 0.125
10. H 0.159

=====

2.
The following is a quantum chemistry calculation of C31H22ClIN8O3S2SbSe4Y as an isolated structure in a non-equilibrium geometry, from the OMol25 dataset.

## Properties
Energy   -13296.964341 hartree
Net charge   -2
HOMO-LUMO gap   3.33 eV
Lowest unoccupied orbital energy   3.4 eV
Relative energy (zero: lowest compared OMol25 entry of this formula, charge and spin)   181.4 kcal/mol

Cartesian coordinates (Å):
Y: -0.0606 0.4330 1.1312
Cl: 6.5524 -0.6998 -0.7940
C: 5.0162 -0.6595 0.0404
C: 4.7309 -1.6345 0.9599
C: 3.5127 -1.6292 1.6352
I: 2.9680 -3.2399 2.8580
C: 2.5609 -0.6162 1.4689
O: 1.4872 -0.5414 2.1527
C: 2.8473 0.3537 0.4358
N: 1.8521 1.2388 0.1615
C: 1.9925 2.0324 -0.8760
C: 3.1676 2.0988 -1.6350
C: 4.2141 1.2774 -1.3249
C: 4.0673 0.3343 -0.2877
H: 5.4487 -2.4223 1.1473
H: 1.1587 2.6718 -1.1134
H: 3.2262 2.8059 -2.4508
H: 5.1434 1.3102 -1.8774
Se: -2.1645 0.9707 6.6080
Sb: -1.6825 2.5552 4.8114
Se: -0.1543 1.4476 3.1969
Se: -2.0277 1.1322 2.3225
Se: -1.0383 4.5102 6.1696
N: -2.7371 3.4739 -1.2139
C: -3.4533 2.7017 -2.1259
C: -4.1284 3.2804 -3.1929
C: -4.8417 2.4880 -4.0811
C: -4.8576 1.1100 -3.9289
C: -4.1753 0.5247 -2.8708
C: -3.4877 1.3159 -1.9630
S: -2.8102 0.6212 -0.4982
N: -1.4388 1.7161 -0.3347
C: -1.6876 2.9796 -0.4801
C: -1.0148 3.9216 0.4547
C: -1.8409 4.7087 1.2546
C: -1.2995 5.2590 2.4066
C: 0.0649 5.1284 2.6373
C: 0.8057 4.3691 1.7518
N: 0.2797 3.7349 0.7058
H: -2.7708 4.4731 -1.3212
H: -4.1124 4.3589 -3.3105
H: -5.3902 2.9516 -4.8914
H: -5.4093 0.4895 -4.6241
H: -4.1734 -0.5486 -2.7294
H: -2.9028 4.7645 1.0560
H: -1.9107 5.7080 3.1819
H: 0.4736 5.5165 3.5619
H: 1.8671 4.1968 1.8985
N: 3.1281 -6.3504 -1.3631
C: 2.3799 -5.1769 -1.4398
C: 2.9868 -3.9425 -1.2050
C: 2.2497 -2.7788 -1.3103
C: 0.9096 -2.8329 -1.6578
C: 0.3018 -4.0520 -1.9188
C: 1.0376 -5.2179 -1.8252
S: -0.0807 -1.3760 -1.4736
O: -1.3089 -1.5572 -2.2004
O: 0.7032 -0.2148 -1.8335
N: -0.2882 -1.2423 0.1094
C: -0.9615 -2.1232 0.8861
N: -1.3621 -3.3120 0.4163
C: -2.0373 -4.0783 1.2632
C: -2.3240 -3.7075 2.5637
C: -1.8549 -2.4639 2.9634
N: -1.1736 -1.6872 2.1420
H: 3.9483 -6.2930 -0.7830
H: 2.5919 -7.1879 -1.2127
H: 4.0315 -3.9001 -0.9196
H: 2.7084 -1.8173 -1.1239
H: -0.7462 -4.0611 -2.1795
H: 0.5689 -6.1749 -2.0272
H: -2.3657 -5.0331 0.8581
H: -2.8763 -4.3456 3.2377
H: -2.0331 -2.0460 3.9509

Formally, the Löwdin partial charges of the atoms, in units of the elementary charge, are as follows:
1. Y 0.544
2. Cl 0.635
3. C -0.628
4. C -0.208
5. C -0.637
6. I 0.879
7. C -0.447
8. O -0.286
9. C -0.141
10. N 0.028
11. C -0.133
12. C -0.032
13. C -0.022
14. C -0.187
15. H 0.088
16. H 0.093
17. H 0.104
18. H 0.085
19. Se -0.458
20. Sb -0.125
21. Se 0.121
22. Se 0.113
23. Se -0.463
24. N 0.126
25. C -0.248
26. C -0.039
27. C -0.112
28. C -0.106
29. C -0.092
30. C -0.431
31. S 0.940
32. N -0.326
33. C -0.365
34. C -0.257
35. C -0.025
36. C -0.088
37. C -0.096
38. C -0.164
39. N 0.073
40. H 0.142
41. H 0.105
42. H 0.092
43. H 0.094
44. H 0.107
45. H 0.113
46. H 0.090
47. H 0.070
48. H 0.113
49. N 0.087
50. C -0.323
51. C -0.031
52. C -0.044
53. C -0.273
54. C -0.075
55. C -0.036
56. S 0.602
57. O -0.321
58. O -0.299
59. N -0.275
60. C -0.454
61. N 0.146
62. C -0.137
63. C -0.055
64. C -0.090
65. N 0.045
66. H 0.082
67. H 0.079
68. H 0.108
69. H 0.100
70. H 0.105
71. H 0.103
72. H 0.100
73. H 0.091
74. H 0.125

=====

3.
The following is a quantum chemistry calculation of C36H23F13N4RuSbSe as an isolated structure in a non-equilibrium geometry, from the OMol25 dataset.

## Properties
⟨S²⟩   0.762
Energy   -5639.333813 hartree
Net charge   0
HOMO-LUMO gap (spin up / spin down)   6.15 / 5.27 eV
Lowest unoccupied orbital energy (spin up / spin down)   -1.6 / -2.1 eV
Spin multiplicity   2

Cartesian coordinates (Å):
Ru: 0.5276 1.3537 1.3592
C: 2.8419 1.9877 -0.9234
N: 2.3048 2.4509 0.3537
C: 3.2900 2.3071 1.4320
C: 3.5518 0.8484 1.7546
N: 2.2810 0.2162 2.0315
C: 2.2056 -0.9573 2.6949
C: 0.9484 -1.4807 3.0918
F: -0.1777 -0.8077 2.7404
C: 0.7738 -2.6306 3.8238
F: -0.4573 -3.0230 4.1487
C: 1.8710 -3.3790 4.2126
F: 1.7222 -4.4853 4.9364
C: 3.1245 -2.9450 3.8161
F: 4.1994 -3.6553 4.1493
C: 3.2856 -1.7885 3.0800
F: 4.5459 -1.4720 2.7335
C: 1.7855 3.8212 0.2743
C: 0.4416 3.8975 -0.4316
N: -0.4456 2.8971 0.1146
C: -1.7785 2.9307 -0.0830
C: -2.6378 2.0315 0.6013
F: -2.1035 1.1733 1.5144
C: -4.0010 1.9646 0.4229
F: -4.7146 1.0614 1.0909
C: -4.6318 2.8396 -0.4431
F: -5.9552 2.7915 -0.6200
C: -3.8539 3.7695 -1.1099
F: -4.4353 4.6416 -1.9328
C: -2.4818 3.7973 -0.9564
F: -1.8035 4.6859 -1.7150
H: 3.8233 2.4364 -1.1118
H: 2.1702 2.2604 -1.7344
H: 2.9437 0.9031 -0.9218
H: 2.8753 2.7779 2.3243
H: 4.2309 2.8067 1.1666
H: 4.2154 0.8256 2.6218
H: 4.0705 0.3445 0.9309
H: 2.5000 4.4807 -0.2346
H: 1.6405 4.1743 1.2955
H: 0.5583 3.7776 -1.5178
H: 0.0544 4.9048 -0.2577
Se: -1.7202 2.1359 5.3409
C: -0.6049 2.3212 4.0163
N: 0.1593 2.4736 3.1320
F: -6.2102 -2.4029 -0.1672
C: -4.9290 -2.0178 -0.2465
C: -4.1057 -2.1996 0.8479
C: -2.7826 -1.8013 0.7603
C: -2.2901 -1.2478 -0.4188
C: -3.1463 -1.0542 -1.4975
C: -4.4731 -1.4467 -1.4196
Sb: -0.2717 -0.5396 -0.5111
C: 0.7871 -2.4016 -0.5576
C: 1.8170 -2.6043 -1.4712
C: 2.4952 -3.8124 -1.5149
C: 2.1517 -4.7994 -0.6095
F: 2.8010 -5.9725 -0.6481
C: 1.1555 -4.6168 0.3299
C: 0.4751 -3.4092 0.3496
C: -0.2105 -0.2425 -2.6350
C: -0.0115 1.0268 -3.1656
C: 0.0205 1.2247 -4.5390
C: -0.1531 0.1316 -5.3653
F: -0.1226 0.3112 -6.6938
C: -0.3607 -1.1430 -4.8672
C: -0.3908 -1.3234 -3.4947
H: -4.5061 -2.6297 1.7556
H: -2.1455 -1.9061 1.6307
H: -2.7813 -0.5979 -2.4081
H: -5.1519 -1.3045 -2.2493
H: 2.0835 -1.8251 -2.1748
H: 3.2842 -3.9863 -2.2338
H: 0.9182 -5.4077 1.0286
H: -0.3159 -3.2606 1.0750
H: 0.1085 1.8747 -2.4997
H: 0.1736 2.2055 -4.9683
H: -0.4954 -1.9736 -5.5465
H: -0.5571 -2.3129 -3.0866

Formally, the Löwdin partial charges of the atoms, in units of the elementary charge, are as follows:
1. Ru 1.109
2. C -0.048
3. N -0.270
4. C -0.194
5. C -0.222
6. N -0.081
7. C -0.183
8. C -0.160
9. F -0.004
10. C -0.163
11. F 0.128
12. C -0.150
13. F 0.127
14. C -0.149
15. F 0.130
16. C -0.131
17. F 0.086
18. C -0.182
19. C -0.231
20. N -0.104
21. C -0.201
22. C -0.158
23. F -0.015
24. C -0.156
25. F 0.135
26. C -0.149
27. F 0.118
28. C -0.152
29. F 0.125
30. C -0.133
31. F 0.075
32. H 0.108
33. H 0.072
34. H 0.082
35. H 0.113
36. H 0.134
37. H 0.129
38. H 0.116
39. H 0.136
40. H 0.116
41. H 0.099
42. H 0.129
43. Se 0.557
44. C -1.009
45. N -0.090
46. F 0.078
47. C -0.278
48. C 0.006
49. C -0.118
50. C -0.350
51. C -0.108
52. C 0.005
53. Sb 1.588
54. C -0.364
55. C -0.127
56. C 0.001
57. C -0.276
58. F 0.073
59. C 0.008
60. C -0.112
61. C -0.381
62. C -0.117
63. C 0.006
64. C -0.276
65. F 0.074
66. C 0.008
67. C -0.127
68. H 0.128
69. H 0.090
70. H 0.095
71. H 0.125
72. H 0.098
73. H 0.122
74. H 0.126
75. H 0.089
76. H 0.068
77. H 0.124
78. H 0.124
79. H 0.112

=====

4.
The following is a quantum chemistry calculation of C40H43Br2I2N3OPd as an isolated structure in a non-equilibrium geometry, from the OMol25 dataset.

## Properties
Energy   -7660.962530 hartree
Net charge   0
HOMO-LUMO gap   6.68 eV
Lowest unoccupied orbital energy   -0.8 eV
Relative energy (zero: lowest compared OMol25 entry of this formula, charge and spin)   0.0 kcal/mol

Cartesian coordinates (Å):
Pd: 0.0563 0.2539 0.6112
Br: -0.1992 5.2546 1.3619
C: 1.3218 4.1724 1.1785
C: 2.5913 4.7735 1.0951
C: 3.7203 4.0091 1.0127
Br: 5.4019 4.8636 0.9066
C: 3.6400 2.5940 1.0188
C: 4.7513 1.7211 1.0283
C: 4.5499 0.3800 1.1150
C: 3.2322 -0.1252 1.1301
N: 2.1676 0.6453 1.0705
C: 2.3616 2.0127 1.0553
C: 1.1799 2.8004 1.1333
O: 0.0286 2.1899 1.2148
H: 2.6617 5.8516 1.1059
H: 5.7491 2.1344 0.9885
H: 5.3717 -0.3188 1.1529
H: 3.0733 -1.1851 1.2040
C: 0.0610 3.4609 -2.4747
C: -0.7920 2.2775 -2.0226
C: -1.3355 1.5224 -3.2363
C: -1.9112 2.6701 -1.0746
C: -2.5049 3.9197 -1.1573
C: -3.5340 4.2797 -0.3001
C: -3.9785 3.3917 0.6579
C: -3.4203 2.1186 0.7819
C: -3.9716 1.1766 1.8379
C: -5.3075 0.5638 1.4055
C: -4.1625 1.8735 3.1860
C: -2.3929 1.7865 -0.1008
N: -1.7847 0.4657 -0.0472
C: -2.5106 -0.4555 -0.5889
C: -2.1856 -1.8125 -0.8394
C: -3.2182 -2.6098 -1.3779
C: -3.0071 -3.9052 -1.7557
C: -1.7043 -4.4164 -1.6214
C: -0.6737 -3.6745 -1.1175
C: -0.8688 -2.3277 -0.6748
N: 0.1424 -1.5976 -0.1718
C: 1.4077 -2.2359 -0.2036
C: 1.7714 -3.0976 0.8399
C: 3.0268 -3.6992 0.7883
C: 3.8996 -3.4407 -0.2576
C: 3.5208 -2.5810 -1.2771
C: 2.2682 -1.9756 -1.2742
C: 1.8655 -1.0558 -2.4126
C: 2.7341 0.2026 -2.4503
C: 1.9009 -1.7848 -3.7551
C: 0.8607 -3.3605 2.0241
C: 1.4758 -2.8144 3.3126
C: 0.5306 -4.8454 2.1621
H: 0.9618 3.0925 -2.9696
H: 0.3638 4.0846 -1.6354
H: -0.4658 4.0914 -3.1929
H: -0.1272 1.5918 -1.4815
H: -2.0642 2.1347 -3.7710
H: -1.8213 0.5848 -2.9617
H: -0.5260 1.2831 -3.9280
H: -2.1519 4.6322 -1.8892
H: -3.9809 5.2619 -0.3753
H: -4.7721 3.6876 1.3290
H: -3.2487 0.3689 1.9812
H: -6.0534 1.3472 1.2613
H: -5.6796 -0.1148 2.1734
H: -5.2382 0.0052 0.4742
H: -5.0335 2.5294 3.1729
H: -3.2940 2.4683 3.4630
H: -4.3263 1.1306 3.9670
H: -3.4900 -0.1324 -0.9363
H: -4.1981 -2.1609 -1.4886
H: -3.8038 -4.5111 -2.1588
H: -1.4986 -5.4337 -1.9305
H: 0.3076 -4.1188 -1.0494
H: 3.3275 -4.3675 1.5845
H: 4.8729 -3.9124 -0.2803
H: 4.2034 -2.3824 -2.0927
H: 0.8347 -0.7423 -2.2262
H: 3.7918 -0.0486 -2.5411
H: 2.6122 0.8062 -1.5483
H: 2.4673 0.8245 -3.3062
H: 2.9193 -2.0643 -4.0296
H: 1.5115 -1.1402 -4.5442
H: 1.2991 -2.6935 -3.7285
H: -0.0749 -2.8206 1.8487
H: 2.4281 -3.3020 3.5301
H: 0.8092 -2.9846 4.1579
H: 1.6489 -1.7381 3.2520
H: 1.4221 -5.4349 2.3824
H: 0.0813 -5.2393 1.2503
H: -0.1739 -5.0012 2.9795
I: -0.4892 0.9182 3.4696
I: -1.2114 -0.5457 5.6011

Formally, the Löwdin partial charges of the atoms, in units of the elementary charge, are as follows:
1. Pd 0.921
2. Br 0.839
3. C -0.607
4. C -0.160
5. C -0.627
6. Br 0.783
7. C -0.186
8. C -0.018
9. C -0.015
10. C -0.094
11. N 0.046
12. C -0.152
13. C -0.444
14. O -0.454
15. H 0.097
16. H 0.082
17. H 0.114
18. H 0.087
19. C -0.058
20. C -0.373
21. C -0.043
22. C -0.148
23. C -0.053
24. C -0.074
25. C -0.029
26. C -0.135
27. C -0.391
28. C -0.052
29. C -0.095
30. C -0.173
31. N -0.038
32. C -0.088
33. C -0.138
34. C -0.046
35. C -0.094
36. C -0.071
37. C -0.015
38. C -0.218
39. N -0.063
40. C -0.248
41. C -0.175
42. C -0.040
43. C -0.065
44. C -0.033
45. C -0.151
46. C -0.366
47. C -0.047
48. C -0.053
49. C -0.365
50. C -0.069
51. C -0.053
52. H 0.075
53. H 0.067
54. H 0.079
55. H 0.089
56. H 0.088
57. H 0.069
58. H 0.076
59. H 0.109
60. H 0.106
61. H 0.111
62. H 0.093
63. H 0.083
64. H 0.083
65. H 0.062
66. H 0.073
67. H 0.053
68. H 0.076
69. H 0.137
70. H 0.113
71. H 0.098
72. H 0.108
73. H 0.112
74. H 0.113
75. H 0.104
76. H 0.113
77. H 0.111
78. H 0.081
79. H 0.061
80. H 0.076
81. H 0.076
82. H 0.077
83. H 0.081
84. H 0.125
85. H 0.080
86. H 0.056
87. H 0.048
88. H 0.076
89. H 0.072
90. H 0.082
91. I 0.426
92. I 0.032

=====

5.
The following is a quantum chemistry calculation of an isolated ion of composition C6H7N2 and charge +1 in a non-equilibrium geometry, from the OMol25 dataset.

## Properties
Structure (SMILES)   C/C=C1/N=CCC#[N+]1
Energy   -341.936821 hartree
Net charge   +1
HOMO-LUMO gap   7.53 eV
Lowest unoccupied orbital energy   -6.5 eV
Relative energy (zero: lowest compared OMol25 entry of this formula, charge and spin)   82.1 kcal/mol

Cartesian coordinates (Å):
C: -1.5095 -1.3193 -0.1448
C: -1.8759 0.9319 -0.0160
C: 0.2690 0.0991 -0.1526
C: 1.5480 0.4673 -0.0019
C: -2.6287 -0.4536 0.0299
C: 2.7901 -0.2663 0.0498
N: -0.6694 1.1307 -0.0729
N: -0.3325 -1.1765 -0.1420
H: -2.6046 1.8300 0.1095
H: 1.7273 1.6245 -0.0139
H: -3.3341 -0.6308 -0.7858
H: -2.9659 -0.6356 0.9816
H: 3.2730 -0.5038 -0.8748
H: 2.6223 -1.3451 0.4314
H: 3.6909 0.2476 0.6026

Formally, the Löwdin partial charges of the atoms, in units of the elementary charge, are as follows:
1. C 0.125
2. C -0.059
3. C -0.292
4. C -0.042
5. C -0.026
6. C -0.087
7. N 0.142
8. N 0.281
9. H 0.190
10. H 0.177
11. H 0.148
12. H 0.109
13. H 0.080
14. H 0.118
15. H 0.136